C34H58O10 | ωB97M-V/def2-TZVPD

structure (SMILES): COCCCCCCCCCCCC1=C(c2ccccc2)C(=O)OC1=O.COCCOCCOC.COCCOCCOC
orbital gap: 8.6 eV
E_LUMO: -0.022 Eh
calculated total energy: -2082.565718 a.u.

XYZ file:
```
102
Properties=species:S:1:pos:R:3:forces:R:3:lowdin_charge:R:1
O 4.73944 1.70133 4.77375 0.5 0.1 0.1 0.16
C 0.65546 -1.94633 6.61920 0.3 0.3 0.6 -0.21
C 3.34042 -0.16406 4.63765 -0.2 0.3 -0.6 -0.05
C 1.42778 -0.51538 -0.27914 0.4 0.2 0.5 -0.07
H 0.65924 0.00960 2.96447 0.0 0.0 0.2 0.10
H -0.26781 -0.23718 -10.31752 -0.1 0.0 0.0 0.11
H -0.69129 -0.82420 8.82445 -0.2 0.1 0.0 0.10
H -1.75459 3.28553 9.71794 0.2 0.3 0.2 0.11
H 3.04057 1.58909 -3.92430 -0.1 0.1 0.1 0.12
C 1.28660 -0.10282 2.09696 -0.2 -0.1 -0.3 -0.02
C -0.48541 2.05689 -3.67605 0.1 0.2 0.1 -0.18
H -3.83238 -3.98946 -11.95212 -0.1 0.0 0.1 0.13
C -0.21851 -0.36424 11.32266 0.5 0.3 0.1 -0.21
H -0.35198 1.77383 11.52046 0.2 0.2 0.0 0.10
C 2.66649 0.08807 2.18383 0.1 -0.1 -0.6 -0.15
H -0.43066 -1.96123 6.65395 -0.2 0.0 -0.1 0.11
H 2.70461 3.60306 -3.43349 0.0 0.0 0.0 0.09
H 2.06332 -1.87857 8.25889 0.3 0.2 0.0 0.11
H -1.58709 0.56753 -11.74121 0.0 0.0 0.0 0.09
H -1.03517 2.10125 -2.73179 0.0 0.0 0.0 0.13
H -2.88319 4.25172 7.91239 0.1 0.1 0.1 0.08
C 2.41522 1.53250 -4.82143 0.1 0.0 -0.1 -0.20
O 4.73457 0.32956 6.53488 0.3 -0.3 1.3 0.20
C -2.99122 -2.54040 -10.66316 0.0 0.2 -0.1 -0.18
H -2.58945 0.55233 10.74302 -0.2 0.0 0.1 0.11
H -2.10990 2.95459 -4.68727 -0.1 0.0 0.1 0.13
H 3.38580 -0.39645 -1.10996 0.2 0.0 0.0 0.10
H 1.74025 4.67975 -4.45586 0.0 0.0 0.0 0.09
H 0.97562 -1.38081 -10.83533 0.0 0.0 0.1 0.13
C 1.17475 -1.33707 7.93954 -0.4 -0.7 -0.1 -0.21
H -2.89883 -1.81626 -11.47434 0.2 -0.1 -0.1 0.11
C 2.50291 3.89921 -4.46615 0.0 0.0 -0.2 -0.11
H -4.17120 3.82773 9.92874 -0.2 0.1 0.0 0.12
H 0.61821 -1.64024 4.52824 -0.1 0.1 -0.2 0.10
H -2.02047 -0.29363 -13.22641 0.0 0.0 0.0 0.09
C 3.42651 -0.01696 1.00976 -0.5 -0.2 -0.5 -0.01
C -1.19378 -0.03987 -12.56060 0.1 -0.1 -0.1 -0.11
C -1.26820 -5.57522 -11.36152 0.0 0.1 -0.2 -0.11
C 4.30133 1.57574 3.48874 -0.5 -0.8 0.3 -0.41
C 4.30526 0.58516 5.47072 -0.2 0.4 -0.5 -0.39
O -1.00232 1.95915 -6.07898 0.2 -0.2 0.2 -0.19
C 0.14160 -1.48466 9.05434 0.3 0.2 0.0 -0.21
C -1.53639 2.02280 -4.77193 -0.1 0.1 0.0 -0.20
C 3.35579 0.42392 3.43386 -0.5 -0.3 0.1 -0.02
H -3.30905 -4.64583 -10.39576 0.1 0.0 0.0 0.12
H -1.99461 0.92895 9.15138 0.0 -0.1 -0.1 0.10
H 0.73756 0.33822 -5.50121 0.0 0.2 -0.1 0.11
H 1.71536 -0.35922 -4.23595 0.0 0.0 0.0 0.13
C -2.41582 2.65804 10.31586 -0.2 -0.6 -0.6 -0.19
H -2.28318 1.27319 -7.54822 -0.1 -0.1 0.0 0.09
H 0.10374 2.97361 -3.72668 0.1 0.0 -0.2 0.11
C -1.92502 1.21886 10.19589 0.2 0.2 0.1 -0.21
H 3.41427 4.31392 -4.90736 0.0 0.0 0.1 0.09
H 4.49373 0.12867 1.00645 0.1 0.1 0.2 0.12
O 2.01998 2.82236 -5.24367 -0.2 -0.1 0.2 -0.19
H -0.21427 -2.14499 -8.89722 0.0 0.0 0.0 0.12
H 2.88000 -2.21914 4.56020 -0.1 -0.2 -0.1 0.14
O -2.06527 -2.27101 -9.62523 0.0 0.1 0.2 -0.12
H -1.56078 -6.41143 -12.00352 0.0 -0.1 0.1 0.09
C -0.67171 -2.30124 -9.87886 0.1 -0.2 0.1 -0.18
C 0.66810 -0.40327 0.88154 0.5 0.1 -0.1 -0.07
H -1.55843 -5.79067 -10.32999 0.0 0.0 0.0 0.09
H -0.35215 -3.29311 -10.20253 -0.1 0.0 -0.3 0.11
H 0.99039 -2.98182 6.57799 -0.1 -0.2 -0.1 0.12
H -0.40098 -0.53681 0.83157 -0.1 0.0 0.1 0.10
H -3.96933 -2.36547 -10.20678 0.0 0.0 0.0 0.13
C 0.71152 -1.19684 10.45710 -0.3 -0.2 -0.7 -0.21
H -3.39929 3.23832 6.56280 0.1 -0.1 -0.1 0.09
H -2.39714 2.96156 11.35792 0.1 0.3 0.2 0.12
C -0.10793 -1.21712 -10.77962 0.1 0.0 -0.1 -0.20
H -4.60137 4.16979 7.44886 -0.1 0.2 0.0 0.09
H 1.43252 -0.29045 7.79237 0.1 0.2 0.1 0.12
C 1.12908 -1.20765 5.38626 -0.3 -0.5 -0.5 -0.20
H -2.22641 1.19301 -4.58656 0.0 -0.1 -0.1 0.12
C -1.48488 0.91032 -6.89435 0.1 0.2 -0.1 -0.11
H 0.98076 -0.72057 -1.23810 -0.2 0.0 -0.1 0.09
H -4.48990 2.12272 10.28256 -0.2 -0.1 0.0 0.12
C -0.49954 1.03718 10.73597 -0.5 -0.6 0.0 -0.19
C 1.26074 0.57715 -4.57403 -0.1 -0.1 -0.1 -0.18
H 0.25800 -0.23499 12.29291 0.0 -0.1 0.2 0.10
H 0.22147 1.21141 9.94236 0.2 0.3 -0.1 0.11
O -1.83283 -4.36842 -11.83073 0.1 0.1 0.3 -0.19
H -1.84856 0.06237 -6.30907 0.0 0.0 0.0 0.09
C -3.03161 -3.95939 -11.20238 -0.1 0.0 -0.1 -0.20
H -0.24423 -2.50116 9.01596 -0.2 -0.1 0.0 0.11
O 0.34898 0.91779 -3.54356 0.0 -0.1 0.1 -0.13
H -0.18149 -5.47888 -11.39762 0.0 0.0 0.0 0.08
C 2.64066 -1.35617 5.17640 0.2 0.2 0.5 -0.11
O 4.66229 2.25187 2.59579 0.4 1.0 -0.7 0.19
H -0.46361 0.54690 -13.12619 0.0 0.1 0.0 0.09
O -3.88116 2.48255 8.38448 0.0 0.0 -0.2 -0.19
O -0.61462 -1.24310 -12.09961 -0.3 0.0 0.2 -0.19
H 0.92846 -2.15583 10.92039 0.1 -0.1 0.3 0.11
H -1.14732 -0.89840 11.49865 -0.2 -0.1 0.0 0.10
H 3.08119 -1.53766 6.15479 0.2 -0.1 0.1 0.11
C -3.67623 3.60154 7.54709 -0.2 -0.2 0.0 -0.11
C 2.80768 -0.32454 -0.20175 -0.3 0.1 0.3 -0.06
H 1.66252 -0.68501 10.32431 0.2 0.2 0.2 0.11
H -0.66123 0.56249 -7.52153 0.0 0.0 0.0 0.08
H 3.02631 1.09244 -5.61967 0.0 -0.1 0.1 0.13
C -3.82687 2.80569 9.75819 0.3 0.1 0.3 -0.25
H 0.81959 -0.16602 5.42185 0.1 0.2 0.2 0.12
```
Forces are in eV/Å.



C34H59BeBrNP3 | ωB97M-V/def2-TZVPD

energy relative to the best compared isomer or geometry (same formula, charge and spin): 8.82 kcal/mol
orbital gap (spin up / spin down): 6.7 / 5.8 eV
E_LUMO (spin up / spin down): -0.217 / -0.241 Eh
calculated total energy: -4997.749548 a.u.
charge: +2

XYZ file:
```
99
Properties=species:S:1:pos:R:3:forces:R:3:lowdin_charge:R:1
C -2.31110 2.40887 2.21436 -0.1 -0.1 0.2 -0.51
H -1.82154 4.50806 1.79086 0.0 -0.2 -0.1 0.08
H 0.35047 2.08005 5.74150 -0.2 0.0 -0.1 0.08
H -1.59528 0.07736 -6.95115 -1.5 0.0 0.0 0.13
C -1.20731 4.54207 -8.34648 0.0 -0.2 0.1 -0.12
H -0.13412 -1.03592 -4.01212 0.5 -0.2 -0.1 0.04
H 1.55865 1.69489 -0.58173 0.0 -0.2 0.2 0.10
H -1.06771 1.38317 6.50840 0.1 0.1 -0.1 0.10
C 0.09920 -3.15064 -4.40547 0.0 -0.9 -0.1 -0.11
H 2.90802 2.50012 2.71174 -0.3 -0.2 0.1 0.10
H 3.50974 0.67808 -1.81733 0.1 -0.3 0.2 0.06
P -2.34166 -1.74513 -4.78410 -2.2 -3.8 0.0 1.05
H -3.18502 0.98384 -7.21726 0.6 -0.8 0.2 0.12
H -3.07638 -0.87463 -7.29809 0.3 0.9 0.1 0.12
H -0.34818 -3.62225 -3.52392 -0.1 0.3 -0.1 0.07
H 0.80297 2.84798 1.53975 -0.1 -0.1 0.3 0.10
H -2.76050 1.58443 1.62724 0.1 0.3 0.3 0.09
H -0.26104 -1.18842 3.89652 0.1 0.0 0.1 0.06
H 1.06236 -0.16729 4.51941 -0.2 -0.1 0.0 0.07
H 4.24055 0.07119 -4.27473 -0.2 -0.1 0.0 0.07
C 3.29872 -1.82826 -3.74075 0.1 -0.4 0.2 -0.44
H -1.94359 0.48129 4.46814 0.3 0.1 0.0 0.11
H 1.57722 4.56552 3.11617 -0.2 -0.1 0.1 0.10
N -0.97613 5.70335 -7.74296 -0.1 -0.1 0.1 0.07
C -0.90412 1.75468 -2.92940 0.3 -0.2 1.7 -0.20
H -0.17331 -0.80540 5.61920 0.1 0.0 -0.1 0.10
H 0.63730 3.87327 4.44305 0.0 0.0 -0.4 0.07
C -0.89540 0.82576 4.45456 -0.5 0.1 -0.3 -0.52
C -2.75166 0.05699 -6.77630 -0.1 0.0 -1.1 -0.11
H -3.28543 0.59155 -4.52703 0.3 0.1 -1.1 0.10
H 3.82523 -0.96741 -5.64256 0.0 0.1 0.2 0.08
C -1.01867 3.25117 -6.27813 0.0 2.6 -2.1 -0.20
H -3.77016 -4.02866 -2.93457 0.0 0.4 -0.1 0.08
H 2.55087 -0.07366 -4.80945 0.1 0.0 0.1 0.05
Be -1.46619 0.28068 -5.29674 0.3 0.9 -0.1 0.04
H 2.43498 -2.56182 -0.09409 0.0 0.0 -0.3 0.07
H 0.02121 -3.88357 -5.22357 -0.2 0.4 0.1 0.10
H 4.48953 -3.53082 -1.27916 0.0 0.0 -0.1 0.05
H 2.11517 1.66820 4.06923 0.0 0.1 -0.4 0.08
H -1.84164 -2.49060 -2.56836 -0.2 0.5 0.0 0.07
C -2.75301 -2.05218 -3.00828 0.0 0.6 0.1 -0.39
H -0.57061 4.61919 -4.60467 -0.1 -0.3 0.1 0.11
C 3.59844 -0.31587 -1.34137 -0.1 -0.1 -0.3 -0.43
H 2.73263 -2.58686 -4.28963 0.4 0.1 0.1 0.05
C 5.05692 -0.79242 -1.36345 0.2 0.3 0.3 -0.14
H -1.39969 2.41778 -8.27021 0.0 0.0 0.1 0.10
H -3.55326 1.87504 3.95658 0.1 0.3 -0.1 0.08
H 1.17764 -3.07610 -4.17787 -0.9 0.3 -0.2 0.03
C 0.33609 1.98495 -2.28895 -0.3 0.0 -0.8 -0.01
C -1.23377 3.31080 -7.67896 0.1 0.2 0.5 -0.01
H -1.38389 4.61276 -9.42256 0.1 -0.2 0.3 0.12
H -4.89847 -2.65567 -3.04017 0.2 0.0 -0.1 0.07
P 2.35901 -1.40838 -2.20614 -0.1 0.7 0.2 0.94
H -2.89648 3.54567 4.00925 -0.1 -0.3 -0.2 0.09
C 3.48799 -3.93837 -1.40301 0.1 -0.3 0.3 -0.15
C 2.04807 1.86856 2.98805 0.0 0.1 0.0 -0.10
H -0.18457 4.59044 3.01895 0.2 -0.2 0.2 0.07
H -4.38042 -0.35788 -5.45915 1.1 -0.7 0.2 0.15
C -3.27842 -0.18590 -5.33320 -0.3 0.1 0.9 -0.35
H 1.40793 -3.37252 -1.27111 0.3 0.0 0.2 0.06
C 0.75863 2.63959 2.62600 0.2 0.4 -0.2 -0.53
H 2.12633 0.92552 2.42741 0.0 0.3 0.3 0.04
H -4.20850 3.13752 2.90051 0.1 -0.1 0.1 0.09
C -0.47543 -1.76327 -4.75896 0.5 1.5 -0.1 -0.40
H 3.39024 -4.76315 -0.69548 0.0 -0.1 0.0 0.08
H -0.08533 -1.50316 -5.75867 0.1 0.1 0.2 0.10
H -2.58412 0.43482 -0.27816 0.1 0.1 -0.1 0.11
H 5.19790 -1.70980 -0.77081 0.0 0.4 -0.3 0.06
C -1.98368 1.39590 -2.10880 0.0 0.0 0.3 -0.03
C -0.77877 4.51441 -5.66174 0.0 -0.2 -0.3 0.01
C 0.67117 3.98958 3.35178 0.3 0.4 0.1 -0.08
C -3.93069 -2.97988 -2.64575 0.0 -0.1 0.0 -0.13
C 3.48729 -0.62572 -4.65771 0.2 0.1 -0.2 -0.15
H 5.68241 -0.00740 -0.90929 0.0 -0.3 -0.2 0.08
H 3.41262 -4.36503 -2.40233 0.0 0.0 -0.1 0.07
H -0.60219 6.68405 -5.98745 0.0 -0.6 0.1 0.12
H -1.33487 3.38272 0.48584 -0.1 0.1 0.2 0.06
C -1.05742 2.03392 -5.54978 0.7 -0.9 1.8 -0.01
C -3.28704 2.75457 3.35389 -0.1 0.1 0.0 -0.09
C 0.00034 -0.40866 4.61510 -0.1 0.1 0.0 -0.10
Br -0.10942 -0.30133 1.09656 0.5 -1.0 -0.5 0.94
H -1.27046 2.76672 5.44547 0.2 -0.2 -0.1 0.07
C -0.70589 1.83621 5.57870 0.0 0.1 0.7 -0.10
H 5.43143 -0.96200 -2.38645 -0.2 0.1 0.5 0.07
H -3.03185 3.78088 0.73990 0.1 0.0 0.1 0.10
C -0.47039 0.86947 -0.31975 0.3 0.6 -1.2 -0.65
C 0.57194 1.55086 -0.99968 -0.8 -0.4 0.3 -0.12
H 4.25554 -2.29280 -3.47802 -0.1 0.1 -0.2 0.07
C -1.76691 0.89011 -0.83226 0.3 0.1 -0.1 -0.14
H -2.99993 1.49179 -2.47351 0.0 -0.4 -0.1 0.12
H -2.93338 -1.04235 -2.60588 0.2 -0.5 0.4 0.05
C -1.00547 1.60486 -4.33663 0.1 1.1 -0.9 -0.07
P -0.75076 1.64331 2.81922 0.0 0.4 0.7 1.02
H -4.01627 -2.97360 -1.55060 0.0 0.0 -0.2 0.08
C -0.77426 5.69141 -6.42712 0.0 -0.4 0.0 -0.12
H 1.10545 2.45434 -2.90143 0.1 -0.3 0.3 0.14
C 2.40122 -2.91144 -1.13918 -0.3 -0.1 -0.1 -0.43
C -2.08532 3.58781 1.25849 -0.1 0.1 -0.1 -0.10
H 3.24299 -0.21474 -0.29997 0.1 0.0 -0.3 0.06
```
Forces are in eV/Å.